(1)
Entry from the Open Molecules 2025 dataset: C24H43FP2Pr as an isolated structure (the ωB97M-V functional and the def2-TZVPD basis).

```
71
Properties=species:S:1:pos:R:3:forces:R:3:lowdin_charge:R:1
Pr -0.07122 0.00728 0.70391 0.33 -1.37 7.27 0.808
P -2.26657 -0.05785 -0.70963 0.92 0.36 3.27 0.965
P 2.27731 1.49146 0.32270 -1.53 -0.88 0.33 0.898
F -0.85672 1.28970 2.33657 0.78 -0.79 -2.14 -0.460
C 0.43882 -0.67811 4.44713 -0.32 -1.02 -0.97 -0.241
C -1.90105 -0.14952 -3.50465 -0.94 0.98 -1.67 -0.199
C 1.13892 1.28294 -3.05677 0.64 -0.61 -0.28 -0.149
C 1.08329 -3.11493 1.68468 0.13 -0.44 0.05 -0.079
C 0.43686 2.25380 -0.51586 2.03 1.16 1.57 -0.325
C -1.25619 -1.54995 -1.24581 -0.32 0.05 -0.83 -0.260
C 2.96600 2.97770 1.04433 0.02 0.65 -0.05 -0.252
C 0.95651 -0.04646 -3.14576 0.86 0.93 -0.50 -0.142
C -0.80487 -2.17064 3.20579 0.43 1.17 -0.14 -0.260
C -0.96762 2.00045 -4.42172 0.39 0.19 -0.34 -0.144
C 0.81417 0.33262 5.45981 0.09 0.26 0.20 -0.044
C 2.75737 -1.02347 3.35415 0.64 0.03 0.22 -0.076
C -1.05480 -0.99492 -4.43214 -0.41 -0.39 -0.32 -0.170
C -1.82930 1.20331 -3.49738 -0.82 -1.15 -0.30 -0.147
C -3.97862 0.23119 -1.16682 -0.82 0.50 -1.08 -0.245
C 0.45718 2.33601 -3.89209 0.54 0.19 -0.94 -0.141
C 0.45559 -0.66650 -4.40822 -0.41 -0.37 -0.83 -0.160
C -2.04257 -0.85363 5.06082 -0.45 0.11 0.21 -0.045
C 0.54249 -2.21382 2.74052 -0.39 1.05 -0.97 -0.340
C 1.30580 -1.27835 3.49239 -1.02 0.55 -0.16 -0.276
C -0.85358 -1.22602 4.26643 1.02 -0.18 -0.50 -0.243
C 3.53001 0.88175 -0.85937 -0.27 0.48 -0.41 -0.257
C -0.79338 1.56265 -1.04540 -1.73 -0.75 -1.88 -0.378
C -1.94700 -2.96814 2.69064 -0.41 -0.38 0.24 -0.066
H 3.71109 2.65790 1.79096 -0.17 0.15 -0.33 0.068
H -2.09545 -3.87594 3.30008 -0.14 0.13 -0.30 0.090
H -2.37880 0.17100 4.84579 0.06 -0.13 0.09 0.084
H 2.98785 0.04448 3.48099 0.06 -0.22 0.01 0.065
H -2.87429 -1.52932 4.84359 -0.02 0.10 0.14 0.067
H 1.50772 -4.02659 2.12998 0.05 0.00 -0.33 0.096
H -0.60985 -1.34179 -2.10358 -0.30 -0.35 0.34 0.018
H 3.32778 -1.58007 4.11642 0.08 0.18 -0.27 0.091
H 3.12210 0.12717 -1.54562 0.18 0.24 0.23 0.032
H -1.45084 -0.83307 -5.45973 0.27 -0.28 0.48 0.134
H 0.17847 2.91369 0.32553 0.10 -0.08 -0.15 0.088
H -0.64560 -2.02684 -0.45014 -0.59 0.00 -0.13 0.018
H 0.41432 3.30425 -3.35453 0.16 -0.58 -0.08 0.119
H -1.48692 2.95887 -4.62062 0.31 -0.51 -0.02 0.132
H 3.42995 3.59672 0.26199 -0.03 -0.02 0.41 0.062
H -0.52756 0.90945 -1.88288 0.03 1.34 0.01 -0.010
H 0.39818 1.32025 5.21204 0.03 -0.12 0.17 0.083
H 1.02593 -1.60000 -4.61023 -0.27 0.64 0.08 0.134
H -1.82598 -0.92096 6.13517 -0.15 0.07 -0.14 0.081
H -0.88620 1.46266 -5.38655 -0.10 0.34 0.48 0.118
H 1.83694 1.68224 -2.32033 -0.54 -0.35 -0.22 0.054
H 3.93529 1.72806 -1.42413 0.24 -0.34 -0.07 0.059
H 0.30666 -3.44248 0.97970 0.06 -0.10 0.05 0.057
H 1.25879 -0.72216 -2.34064 0.63 0.21 -0.30 0.106
H 0.67063 0.03442 -5.24244 0.05 -0.54 0.52 0.120
H 1.90481 0.42932 5.51756 -0.19 0.04 0.15 0.069
H 2.18158 3.54332 1.57110 0.30 -0.21 -0.17 0.067
H -1.22134 -2.06562 -4.19876 0.06 0.55 -0.16 0.118
H -1.54874 2.31240 -1.30426 0.46 -0.19 0.09 0.103
H 0.43377 0.02674 6.44505 0.16 0.27 -0.12 0.083
H -4.13993 0.38820 -2.25020 -0.21 -0.15 0.61 0.046
H -2.87567 -2.38000 2.73199 0.15 -0.27 -0.07 0.074
H 1.11204 2.52261 -4.77495 -0.41 0.12 0.43 0.138
H 1.89315 -2.64515 1.10521 0.04 -0.08 -0.02 0.064
H -4.31713 1.14358 -0.62167 0.45 -0.63 -0.24 0.082
H -2.77169 -0.68930 -3.10495 0.62 0.47 -0.02 0.084
H 0.89460 2.85774 -1.31457 -0.69 -0.07 0.38 0.077
H -1.78272 -3.28236 1.65192 -0.12 -0.09 0.11 0.054
H -4.60385 -0.60730 -0.78495 0.61 0.37 -0.24 0.083
H 3.12730 -1.32780 2.36651 0.09 0.00 0.15 0.055
H 4.30721 0.40034 -0.24895 -0.17 0.25 -0.08 0.068
H -1.99751 -2.29539 -1.53994 0.09 -0.11 0.00 0.095
H -2.46299 1.79812 -2.83521 -0.23 -0.39 -0.51 0.097
```
Positions in Å, forces in eV/Å.

Molar mass: 553.5 g mol⁻¹
Spin multiplicity: 3
Highest occupied orbital energy (alpha / beta): -8.23 / -8.27 eV
Energy above the lowest of the compared OMol25 structures with the same formula, charge and spin: 5.731 eV
Net charge: +1
Frontier orbital gap (alpha / beta): 4.197 / 4.260 eV

(2)
Entry from the Open Molecules 2025 dataset: C24H43FP2Tl as an isolated structure (the ωB97M-V functional and the def2-TZVPD basis).

```
71
Properties=species:S:1:pos:R:3:forces:R:3:lowdin_charge:R:1
Tl 2.77786 -2.24500 -3.12360 1.06 -1.41 0.57 0.795
P 1.35333 0.53238 -0.02785 -1.47 -2.00 -0.28 0.907
P -1.28583 -1.79058 0.21577 0.02 0.17 0.22 0.858
F 1.14793 -0.25847 1.35760 0.48 1.58 -1.22 -0.171
C -0.36250 1.25296 3.99594 -1.46 0.04 -0.90 -0.228
C -0.31320 0.54712 -3.97035 -0.60 -0.79 -0.23 -0.119
C 0.04880 -1.92563 -1.08756 0.21 0.39 0.38 -0.422
C 0.53687 2.42395 3.91856 0.27 0.42 0.08 -0.062
C 0.18384 1.74917 -4.70025 -0.04 0.96 -0.18 -0.181
C 0.66376 -0.53009 -1.33093 -0.33 0.48 0.27 -0.441
C -1.19667 -0.82307 4.53339 -1.81 1.09 -1.24 -0.219
C 2.82965 0.40179 -3.82269 0.25 0.70 -0.05 -0.276
C 0.04555 -0.73677 -4.16523 -1.59 1.05 -0.89 -0.157
C 3.12237 0.81693 -0.10936 0.54 0.10 0.25 -0.136
C -2.74573 -1.34895 -0.81628 0.14 -0.15 -0.12 -0.290
C -1.29335 -2.17686 5.09624 -0.06 -0.80 0.21 -0.050
C 1.14566 -0.27636 5.42862 0.68 0.13 0.23 -0.021
C 2.35991 -0.23649 -5.11129 0.55 -0.71 -0.84 -0.250
C -0.08106 0.04800 4.69210 -0.62 0.28 -0.54 -0.180
C 0.30056 1.99242 -0.21011 0.40 0.53 1.23 -0.127
C -3.48350 -0.70052 3.37059 -0.44 -0.06 -0.18 -0.044
C -2.36027 2.15266 2.62085 -0.20 0.32 -0.37 -0.039
C 1.12441 -1.17556 -5.09215 -0.15 -0.25 -0.34 -0.282
C -1.65026 1.12854 3.41605 2.36 1.44 0.57 -0.196
C 2.38407 1.58460 -3.37527 0.40 1.06 -0.08 -0.137
C -2.16894 -0.14607 3.75345 1.38 -2.77 1.83 -0.203
C -1.55820 -3.57827 0.49293 0.12 0.07 0.18 -0.294
C 1.38584 2.48478 -4.05367 -0.57 -0.01 -0.31 -0.170
H -3.05432 2.74896 3.23713 0.17 -0.17 -0.18 0.103
H 3.41745 1.57562 0.63484 -0.19 -0.35 -0.10 0.080
H -1.17065 0.78011 -3.30927 0.39 -0.43 -0.38 0.116
H -3.63095 -1.41497 -0.17139 0.13 0.02 -0.20 0.037
H -0.43775 -2.26975 -2.02075 0.52 0.08 0.36 0.065
H 0.27383 2.37749 -1.23933 0.35 -0.45 0.16 0.060
H 1.34938 -2.24531 -4.85583 0.13 0.53 -0.33 0.002
H 0.22772 3.11013 3.11834 0.13 -0.06 0.22 0.059
H -2.54716 -3.71951 0.94538 0.21 -0.11 -0.15 0.041
H 3.78018 0.04445 -3.40714 -0.23 0.14 -0.11 0.054
H -4.20912 -0.60340 4.18976 0.03 -0.03 -0.16 0.098
H -2.85976 -2.02426 -1.67609 -0.11 0.20 0.14 0.047
H 3.43972 1.19759 -1.09045 -0.40 -0.25 0.34 0.035
H 0.75293 -1.29807 -6.12403 0.01 0.27 0.20 0.139
H 1.56994 2.10676 3.72537 -0.05 0.19 0.01 0.068
H 1.86646 3.08810 -4.85119 0.04 -0.27 0.42 0.130
H 0.80946 -2.66204 -0.77665 -0.28 0.21 -0.05 0.062
H -0.13388 0.07310 -1.78712 0.32 -0.04 0.67 0.040
H 2.92466 2.12332 -2.58314 -0.10 -0.46 -0.33 0.093
H 0.99619 3.23435 -3.34523 0.20 -0.29 -0.06 0.101
H 0.37826 1.56189 -5.76506 0.01 -0.26 0.36 0.116
H -0.62557 -2.87912 4.56850 -0.15 0.07 0.21 0.085
H 1.44561 -0.48720 -2.11221 -0.17 -0.32 0.33 -0.059
H -0.65749 2.46012 -4.70125 0.26 -0.13 -0.13 0.118
H 3.21960 -0.82343 -5.48043 -0.30 0.12 -0.08 0.097
H -2.66119 -0.30898 -1.15996 -0.06 -0.24 0.01 0.025
H -1.46619 -4.13632 -0.44892 -0.14 -0.06 0.32 0.046
H 0.67627 2.79457 0.44837 -0.38 -0.19 -0.18 0.068
H -1.65188 2.85071 2.15621 -0.21 -0.04 0.12 0.059
H 0.94525 -0.47513 6.48961 -0.01 -0.02 -0.16 0.099
H -3.89338 -0.17323 2.50338 -0.06 -0.12 0.09 0.064
H 3.68272 -0.11785 0.08463 -0.47 0.40 0.04 0.083
H -2.31721 -2.55910 5.00414 0.26 -0.02 0.13 0.075
H -3.40898 -1.76505 3.12170 -0.06 0.15 0.04 0.072
H -0.79759 -3.90253 1.22224 -0.30 -0.10 -0.35 0.041
H 1.63095 -1.17454 5.02224 -0.11 0.08 0.09 0.096
H 1.86374 0.55003 5.37353 -0.08 -0.21 0.09 0.075
H -2.95717 1.69082 1.81930 0.10 0.15 0.18 0.072
H 0.53585 2.98625 4.86498 0.12 0.04 -0.29 0.092
H -0.72681 1.70374 0.07516 0.47 0.05 0.07 0.065
H -1.01110 -2.19315 6.16020 -0.12 -0.09 -0.25 0.087
H 2.19733 0.51135 -5.89483 0.08 -0.01 0.34 0.121
H -0.67621 -1.50312 -3.86025 0.54 0.18 0.33 0.111
```
Positions in Å, forces in eV/Å.

Molar mass: 616.9 g mol⁻¹
Highest occupied orbital energy (alpha / beta): -9.16 / -7.56 eV
Net charge: +1
Frontier orbital gap (alpha / beta): 6.457 / 4.518 eV

(3)
Entry from the Open Molecules 2025 dataset: C24H43NP2Pb as an isolated structure (the ωB97M-V functional and the def2-TZVPD basis).

```
71
Properties=species:S:1:pos:R:3:forces:R:3:lowdin_charge:R:1
Pb 1.20945 -0.40840 1.31359 0.19 0.42 -0.29 1.083
P 0.23054 1.71657 -6.07235 0.14 -0.14 -0.27 0.874
P 0.03938 -1.46361 -6.25237 -0.76 0.42 -0.19 0.854
N 1.20625 1.98360 4.52272 0.94 -0.08 -0.13 -0.288
C -0.07353 -2.05893 2.11193 -0.43 -0.23 -0.15 -0.383
C -0.49714 1.04736 1.73022 0.69 -0.33 0.14 -0.349
C -1.46590 2.85450 3.00890 -0.07 -0.16 -0.10 -0.052
C 1.70072 -2.11985 -6.62867 0.07 -0.24 -0.10 -0.280
C -1.01020 -2.92023 -6.53986 0.13 -0.37 -0.47 -0.299
C 0.38541 0.91381 -7.74532 -0.02 0.33 0.08 -0.420
C 0.97037 -0.33682 -3.59562 0.10 1.07 -0.50 -0.320
C -0.34030 2.13083 2.59887 -0.67 0.33 -0.20 -0.273
C 1.27497 0.55422 4.65978 -0.38 0.11 -0.04 -0.104
C 0.98251 2.52956 3.19701 0.15 -0.02 0.38 -0.191
C -1.10118 -1.43640 -2.53525 0.50 -0.38 0.66 -0.123
C -2.74147 2.45259 2.62042 0.01 0.05 -0.04 -0.091
C 0.86897 2.77198 5.66970 -0.49 0.06 0.02 -0.107
C 0.31373 1.93732 -2.59571 -0.08 0.06 0.87 -0.127
C 1.41756 1.00136 -2.96250 0.38 -0.54 -0.81 -0.214
C -2.89467 1.34559 1.78380 0.30 -0.30 -0.37 -0.091
C 0.21669 -1.30818 -2.75099 0.04 -0.41 0.64 -0.122
C -1.76171 0.65327 1.31295 -0.96 0.64 0.45 -0.165
C -1.76239 0.80869 -3.53148 -0.40 -0.92 -0.12 -0.241
C -1.45169 2.42611 -6.25005 0.01 0.21 -0.22 -0.281
C -2.21118 -0.50334 -2.86737 -0.35 0.38 -0.62 -0.192
C 1.23269 3.22071 -6.33382 -0.10 0.20 -0.29 -0.294
C -1.00802 1.73110 -2.63201 0.02 0.76 -0.07 -0.106
C -0.25276 -0.48153 -7.80182 0.06 -0.40 -0.04 -0.422
H 2.44935 -1.31693 -6.59087 -0.17 -0.23 0.01 0.041
H -1.43086 -2.32457 -1.97772 0.24 0.34 -0.02 0.101
H -0.88775 -3.60328 -5.68782 -0.10 0.12 -0.28 0.037
H 0.45098 -2.50036 2.96784 -0.19 -0.18 -0.23 -0.028
H 1.38550 2.37299 6.55400 -0.11 0.20 -0.18 0.082
H 0.67236 2.86594 -2.13965 -0.20 -0.36 0.41 0.102
H 0.83851 3.77480 -7.19855 0.30 0.09 0.19 0.037
H -1.16739 0.55807 -4.41776 -0.44 0.12 0.38 0.013
H -3.88843 1.00126 1.48877 0.23 0.21 0.08 0.098
H -1.31660 3.72930 3.64587 -0.20 -0.21 -0.10 0.109
H 0.34972 0.04103 4.32112 0.22 0.04 0.26 0.078
H -1.34389 -0.41482 -7.93445 0.29 0.03 -0.01 0.076
H -1.90258 -0.20860 0.65120 0.05 0.25 0.23 0.085
H 2.06756 0.77666 -2.09441 -0.37 0.40 -0.05 0.098
H -0.21802 2.78168 5.88322 0.17 0.08 0.13 0.080
H -1.64624 2.37224 -2.00920 0.29 0.17 -0.46 0.108
H -0.18516 -2.78549 1.28677 0.07 0.02 0.53 -0.026
H -2.66368 1.32403 -3.91000 0.33 -0.07 0.30 0.111
H 1.44645 0.31668 5.72332 0.01 -0.12 -0.53 0.092
H 0.16515 -1.07315 -8.62905 -0.27 0.25 -0.13 0.071
H 2.27896 2.93526 -6.51169 -0.26 0.16 0.07 0.039
H 0.87277 -2.04030 -2.25698 -0.42 -0.06 -0.26 0.098
H 1.68579 -2.56935 -7.63267 0.21 0.03 0.22 0.039
H -1.06679 -1.69085 2.41243 0.43 -0.19 -0.05 -0.019
H -0.09291 1.59423 -8.46393 0.25 -0.20 -0.14 0.072
H 1.01390 3.62206 3.32352 0.12 -0.25 -0.30 0.120
H 1.81922 2.21506 2.54922 -0.17 0.12 0.00 0.088
H 1.18832 3.81126 5.49636 -0.06 -0.27 0.19 0.085
H 2.07114 1.51386 -3.69636 -0.09 -0.27 0.25 0.094
H -2.06161 -2.60656 -6.60183 0.28 -0.14 0.03 0.038
H -1.64513 3.10095 -5.40604 -0.04 -0.17 -0.20 0.046
H 1.17271 3.84112 -5.42891 0.07 -0.09 -0.28 0.038
H 1.87876 -0.83982 -3.97374 -0.27 0.11 0.18 0.102
H -3.61317 3.01151 2.96504 0.20 -0.20 -0.10 0.100
H -2.91664 -1.01456 -3.54434 0.07 0.09 0.19 0.112
H -2.21274 1.63583 -6.26040 0.18 0.21 0.00 0.040
H 1.46206 0.86829 -7.97134 -0.28 -0.04 -0.01 0.075
H -1.48931 2.98725 -7.19298 -0.20 0.00 0.17 0.038
H -2.78307 -0.25757 -1.95630 0.16 -0.23 -0.13 0.109
H 2.11855 0.15791 4.06001 -0.10 0.01 0.20 0.060
H -0.70805 -3.41984 -7.47228 -0.30 -0.14 0.19 0.037
H 1.95512 -2.88623 -5.88400 0.07 0.19 -0.21 0.043
H 0.38143 -0.07970 -4.50101 0.97 -0.36 1.25 -0.094
```
Positions in Å, forces in eV/Å.

Molar mass: 614.8 g mol⁻¹
Highest occupied orbital energy: -7.51 eV
Energy above the lowest of the compared OMol25 structures with the same formula, charge and spin: 0.466 eV
Net charge: 0
Frontier orbital gap: 7.376 eV

Question: The lowest net charge belongs to which entry?
Answer: C24H43NP2Pb